C20H32BN5NiO4P as an isolated structure, computed with ωB97M-V/def2-TZVPD.

The multiplicity is 1. Its net charge is +1. The calculation puts the total energy at -87908.242 eV.

```
64
Properties=species:S:1:pos:R:3:nbo_charge:R:1
Ni 0.8189 -0.6412 -1.0507 0.74
C 4.6927 -2.0252 -2.1185 -0.70
C 3.4876 -1.1365 -2.1775 0.72
O 2.5557 -1.3372 -1.3861 -0.65
N 3.4966 -0.1465 -3.0776 -0.57
C 2.4371 0.8458 -3.2258 -0.26
C 1.2020 0.2728 -3.8739 0.21
C 0.9258 0.4512 -5.2190 -0.24
C -0.2229 -0.1161 -5.7493 -0.13
C -1.0613 -0.8360 -4.9156 -0.24
C -0.7195 -0.9597 -3.5800 0.08
N 0.3898 -0.4228 -3.0705 -0.52
H 4.3679 -3.0464 -1.9366 0.26
H 5.3068 -1.7128 -1.2727 0.26
H 5.2924 -1.9807 -3.0252 0.23
H 4.3034 -0.0730 -3.6738 0.42
H 2.8364 1.6604 -3.8256 0.23
H 2.1816 1.2435 -2.2411 0.23
H 1.5969 1.0305 -5.8388 0.23
H -0.4602 0.0077 -6.7974 0.24
H -1.9685 -1.2921 -5.2851 0.24
H -1.3502 -1.4912 -2.8791 0.22
O 1.1874 -1.9840 1.5518 -0.70
B 1.2612 -0.8036 0.8111 0.80
O 1.7407 0.2375 1.6187 -0.70
C 1.9175 -0.3106 2.8698 0.20
C 2.3275 0.3047 4.0296 -0.24
C 2.3766 -0.4920 5.1736 -0.22
C 2.0296 -1.8381 5.1348 -0.21
C 1.6211 -2.4501 3.9496 -0.27
C 1.5776 -1.6525 2.8291 0.27
H 2.5951 1.3524 4.0508 0.23
H 2.6932 -0.0529 6.1100 0.22
H 2.0814 -2.4250 6.0417 0.22
H 1.3546 -3.4973 3.9078 0.23
C -1.8883 -1.6381 2.0031 -0.41
N -1.5399 -0.2244 1.8703 -0.83
C -1.3988 0.4933 3.1302 -0.40
P -1.7478 0.5058 0.4170 2.50
O -0.9573 -0.1670 -0.6809 -1.13
N -3.3342 0.3825 0.0198 -0.82
C -3.7719 0.6945 -1.3331 -0.40
C -4.4086 0.2727 0.9942 -0.40
N -1.3538 2.0944 0.5218 -0.82
C 0.0077 2.5888 0.3687 -0.40
C -2.2816 3.0765 1.0652 -0.40
H -2.8899 -1.7663 2.4251 0.19
H -1.1667 -2.1268 2.6570 0.22
H -1.8467 -2.1255 1.0306 0.23
H -2.3580 0.6100 3.6470 0.19
H -0.9651 1.4763 2.9615 0.21
H -0.7239 -0.0620 3.7831 0.22
H -2.9157 0.7297 -2.0034 0.22
H -4.2882 1.6592 -1.3680 0.19
H -4.4593 -0.0762 -1.6887 0.20
H -4.0094 0.1801 2.0008 0.21
H -5.0272 -0.6029 0.7841 0.21
H -5.0521 1.1576 0.9616 0.19
H 0.6265 1.8409 -0.1200 0.22
H 0.4644 2.8237 1.3341 0.20
H -0.0102 3.4948 -0.2415 0.20
H -3.2933 2.6784 1.0925 0.21
H -2.2821 3.9654 0.4310 0.21
H -2.0015 3.3817 2.0781 0.19
```